# 1
{"formula": "C46H34N2O26", "method": "ωB97M-V/def2-TZVPD", "symbols": ["C", "C", "N", "C", "C", "C", "C", "C", "C", "C", "O", "N", "C", "O", "H", "H", "H", "H", "H", "H", "H", "H", "H", "H", "C", "C", "C", "O", "C", "C", "C", "O", "O", "O", "H", "H", "H", "H", "C", "C", "C", "O", "C", "C", "C", "O", "O", "O", "H", "H", "H", "H", "C", "C", "C", "O", "C", "C", "C", "O", "O", "O", "H", "H", "H", "H", "C", "C", "C", "O", "C", "C", "C", "O", "O", "O", "H", "H", "H", "H", "C", "C", "C", "O", "C", "C", "C", "O", "O", "O", "H", "H", "H", "H", "C", "C", "C", "O", "C", "C", "C", "O", "O", "O", "H", "H", "H", "H"], "positions_angstrom": [[2.64, 1.53, -0.45], [2.55, 0.18, 0.28], [1.63, 0.20, 1.47], [2.40, 0.39, 2.68], [2.82, -0.72, 3.41], [3.58, -0.55, 4.57], [3.90, 0.74, 4.94], [3.48, 1.87, 4.22], [2.72, 1.70, 3.07], [4.02, 3.11, 4.89], [3.62, 4.22, 4.80], [5.11, 2.65, 5.75], [4.70, 1.27, 6.10], [4.96, 0.79, 7.15], [1.69, 2.07, -0.43], [3.40, 2.14, 0.04], [3.00, 1.36, -1.46], [2.29, -0.65, -0.38], [3.54, -0.05, 0.67], [1.09, 1.05, 1.40], [2.56, -1.71, 3.05], [3.93, -1.39, 5.16], [2.39, 2.54, 2.50], [5.84, 2.47, 5.06], [-2.19, 5.18, 4.06], [-1.22, 4.32, 3.73], [-0.36, 4.52, 2.52], [0.51, 3.69, 2.30], [-0.60, 5.68, 1.69], [-1.57, 6.55, 2.00], [-2.42, 6.36, 3.23], [-3.27, 7.19, 3.49], [-1.82, 7.62, 1.25], [-0.96, 3.23, 4.45], [-2.81, 5.05, 4.93], [0.02, 5.80, 0.81], [-2.57, 8.13, 1.64], [-0.21, 2.78, 4.01], [1.91, -2.85, -4.57], [1.61, -1.65, -4.05], [2.68, -0.66, -3.69], [2.34, 0.41, -3.23], [4.07, -1.04, -3.89], [4.37, -2.24, -4.40], [3.30, -3.23, -4.78], [3.64, -4.30, -5.24], [5.62, -2.66, -4.58], [0.36, -1.25, -3.82], [1.15, -3.57, -4.83], [4.83, -0.33, -3.61], [5.55, -3.57, -4.94], [0.43, -0.35, -3.45], [5.68, -5.84, 0.97], [5.53, -4.51, 1.02], [5.42, -3.68, -0.23], [5.26, -2.48, -0.11], [5.50, -4.36, -1.52], [5.65, -5.69, -1.57], [5.74, -6.52, -0.32], [5.86, -7.72, -0.44], [5.74, -6.36, -2.71], [5.47, -3.83, 2.16], [5.76, -6.44, 1.86], [5.44, -3.75, -2.41], [5.84, -7.30, -2.47], [5.36, -2.89, 1.91], [-4.29, 11.07, 3.19], [-4.56, 12.36, 3.46], [-4.57, 13.41, 2.39], [-4.84, 14.55, 2.71], [-4.25, 13.01, 1.02], [-3.97, 11.73, 0.75], [-3.99, 10.68, 1.82], [-3.75, 9.53, 1.50], [-3.67, 11.30, -0.47], [-4.85, 12.79, 4.68], [-4.28, 10.30, 3.95], [-4.24, 13.78, 0.26], [-3.51, 10.34, -0.39], [-5.01, 13.75, 4.60], [-1.68, -7.52, -4.57], [-0.70, -6.78, -5.11], [-0.96, -5.42, -5.69], [-0.01, -4.80, -6.14], [-2.33, -4.92, -5.69], [-3.31, -5.66, -5.16], [-3.04, -7.01, -4.55], [-3.98, -7.62, -4.07], [-4.58, -5.26, -5.12], [0.57, -7.19, -5.15], [-1.50, -8.50, -4.15], [-2.51, -3.95, -6.12], [-5.07, -5.98, -4.69], [1.07, -6.47, -5.58], [-5.31, -5.34, 0.30], [-6.52, -5.00, 0.76], [-7.77, -5.66, 0.25], [-8.83, -5.31, 0.73], [-7.64, -6.67, -0.78], [-6.43, -7.02, -1.24], [-5.18, -6.37, -0.72], [-4.10, -6.73, -1.16], [-6.28, -7.94, -2.19], [-6.71, -4.07, 1.69], [-4.41, -4.87, 0.67], [-8.55, -7.13, -1.15], [-5.32, -8.02, -2.36], [-7.67, -4.02, 1.83]], "homo_lumo_gap_ev": 7.41, "total_energy_ev": -104465.3682, "homo_ev": -9.23, "smiles": "CCNc1ccc2c(c1)C(=O)NC2=O.O=C1C=C(O)C(=O)C=C1O.O=C1C=C(O)C(=O)C=C1O.O=C1C=C(O)C(=O)C=C1O.O=C1C=C(O)C(=O)C=C1O.O=C1C=C(O)C(=O)C=C1O.O=C1C=C(O)C(=O)C=C1O"}

***

# 2
{"formula": "C3H2F15K2N3O22S9", "method": "ωB97M-V/def2-TZVPD", "symbols": ["K", "K", "N", "S", "O", "O", "F", "S", "O", "O", "F", "N", "S", "O", "O", "F", "S", "O", "O", "F", "N", "S", "O", "O", "F", "S", "O", "O", "F", "C", "F", "F", "F", "S", "O", "O", "O", "C", "F", "F", "F", "S", "O", "O", "O", "C", "F", "F", "F", "S", "O", "O", "O", "O", "H", "H"], "positions_angstrom": [[-1.11, -3.57, -0.49], [2.78, 1.14, 2.84], [-4.20, -0.63, -2.89], [-4.90, -0.53, -1.38], [-4.13, -1.14, -0.29], [-6.37, -0.57, -1.28], [-4.62, 1.06, -1.14], [-4.47, -2.07, -3.07], [-5.86, -2.54, -3.16], [-3.41, -2.88, -2.47], [-3.98, -2.12, -4.65], [2.40, 3.61, 3.66], [1.07, 4.11, 4.56], [-0.22, 3.67, 4.07], [1.11, 5.28, 5.42], [1.22, 2.99, 5.75], [2.26, 4.77, 2.69], [2.89, 6.01, 3.10], [1.10, 4.90, 1.77], [3.39, 4.17, 1.68], [0.36, -3.44, -2.90], [1.16, -4.52, -3.88], [2.44, -4.04, -4.40], [0.45, -5.50, -4.66], [1.67, -5.40, -2.61], [-0.26, -2.72, -4.06], [-1.41, -3.41, -4.70], [0.62, -1.94, -4.88], [-1.06, -1.62, -3.14], [2.01, -2.43, 3.84], [1.39, -2.97, 4.86], [1.61, -1.17, 3.58], [3.27, -2.57, 4.13], [1.58, -3.54, 2.35], [2.19, -4.89, 2.73], [0.13, -3.54, 2.32], [2.27, -2.99, 1.17], [2.45, 3.02, -2.26], [2.50, 3.97, -1.25], [3.40, 2.94, -3.17], [2.43, 1.83, -1.65], [0.83, 3.06, -3.35], [0.38, 1.67, -3.37], [-0.09, 3.95, -2.65], [1.13, 3.51, -4.70], [-0.96, 1.70, 0.63], [-0.18, 2.62, 0.09], [-1.01, 1.93, 1.93], [-2.10, 1.69, -0.06], [-0.11, -0.10, 0.29], [-0.93, -1.15, 0.98], [-0.05, -0.26, -1.14], [1.19, -0.03, 1.01], [-1.12, 0.24, 4.61], [-0.82, -0.02, 5.48], [-0.32, 0.45, 4.13]], "homo_lumo_gap_ev": [6.93, 3.71], "total_energy_ev": -223584.8059, "spin_multiplicity": 2, "charge": -3, "homo_ev": [-2.63, -2.61]}